Here is a cluster of 4 separate species, C20H48FINO7S in total from the OMol25 dataset. Energies are from ωB97M-V/def2-TZVPD.

Summary:
2S+1: 1
E in eV: -58981.8155
Net charge: +1
E_HOMO in Ha: -0.4281

The geometry in XYZ format:
```
79
Properties=species:S:1:pos:R:3:forces:R:3:lowdin_charge:R:1
H 1.000987 1.019399 0.015272 0.012 0.351 -0.195 0.086
H -4.128449 0.786457 0.436040 0.352 0.490 -0.245 0.147
C 1.122143 -0.112946 5.513000 0.078 -0.064 0.119 -0.287
H 3.379949 -4.645738 0.414967 0.026 -0.010 -0.050 0.109
H 3.841023 -2.948710 -2.259525 0.013 -0.043 -0.006 0.110
O -3.861112 -3.011610 -0.983814 -0.180 -0.823 2.179 -0.209
H -6.218396 0.356019 1.271092 -0.335 0.231 -0.169 0.039
H 1.405095 0.650431 7.531588 0.056 -0.063 0.014 0.069
O 0.993557 1.114762 4.814351 -0.160 -0.025 -0.267 -0.178
C -1.772605 -0.953941 0.502880 1.164 0.531 0.418 -0.319
H 0.247590 -1.478726 0.533729 0.017 -0.562 -0.012 0.124
S -3.167899 -1.998835 -1.660481 -0.440 -2.491 -2.325 0.677
H -0.270630 0.330086 7.099407 -0.010 -0.027 -0.005 0.082
H 5.376884 -2.337368 0.095472 0.007 -0.002 0.036 0.083
H 1.792634 2.237506 -6.272705 -0.022 -0.009 -0.011 0.082
H 5.375166 -3.781512 -0.910973 0.020 -0.082 0.037 0.069
H -0.521506 1.328641 0.932115 -0.036 0.425 -0.211 0.074
C 0.656531 5.688139 -3.768116 -0.031 -0.027 -0.151 -0.071
H 1.088401 3.741244 -2.928474 0.035 0.014 -0.053 0.105
F -1.897682 -2.234563 0.885870 -0.547 -0.875 -0.073 0.077
H -3.830035 -1.070687 2.123582 0.449 -0.126 -0.025 0.050
H -0.138186 -0.765769 -0.977606 -0.194 -0.020 -0.246 0.094
H -1.031662 -1.959464 -2.761120 -0.013 0.088 -0.433 0.073
C -4.176223 -0.243549 0.125852 -0.154 -1.465 0.707 -0.113
H 5.723317 -3.920451 0.809830 -0.015 0.001 0.019 0.082
C 2.859509 -3.224744 -1.861766 0.082 -0.118 -0.080 -0.286
O -3.230442 2.520653 -2.023236 0.244 0.659 0.130 0.042
H 1.469466 2.477778 6.300144 0.033 -0.037 0.024 0.109
H 0.296506 4.202447 -5.996995 0.049 0.013 0.036 0.112
H 3.827416 2.804014 5.589916 -0.013 0.019 -0.018 0.080
H -2.720659 2.614930 -2.847638 -0.051 0.062 -0.154 0.115
H -1.057150 -2.992230 -1.339760 0.108 -0.170 0.175 0.070
C 1.377039 2.465510 -5.291635 0.003 0.034 0.167 -0.076
I -5.346034 0.566667 3.774906 -0.228 -0.032 -0.279 0.792
H 3.563996 1.089484 5.891008 0.012 0.052 0.063 0.067
H 3.257470 -5.356238 -1.674603 0.042 0.001 -0.057 0.071
O -3.876966 -1.512302 -2.777770 0.287 1.977 -0.701 -0.198
C -1.614295 -2.686630 -2.216995 0.446 1.000 1.340 -0.071
C -4.560180 -1.074087 1.330593 -0.949 0.134 0.557 -0.292
C 3.279456 1.925119 5.250750 -0.025 -0.157 -0.018 -0.077
C 0.752735 -0.029336 6.983323 -0.021 0.124 0.007 -0.075
H -1.998742 1.300790 -0.613717 0.286 0.054 0.328 0.141
H -1.972504 -0.341245 1.372902 -0.412 0.350 0.098 0.166
C 1.784755 2.191996 5.291587 0.125 0.084 0.099 -0.280
H 2.133413 -0.516281 5.389684 0.019 0.021 0.054 0.107
C 0.104756 3.280973 -5.440076 0.112 -0.016 -0.152 -0.273
O 2.769312 -2.882685 -0.489300 -0.302 0.214 0.069 -0.183
O -0.537121 3.577080 -4.206861 -0.335 -0.233 0.235 -0.185
C 0.223326 4.323334 -3.265859 0.134 0.123 0.052 -0.284
C 3.640674 -3.582730 0.390081 0.154 -0.127 0.062 -0.275
C 2.550288 -4.682603 -2.157572 -0.010 -0.009 0.103 -0.074
H -1.657518 0.299904 -2.054110 0.403 -0.338 -0.005 0.143
H -6.594465 -1.147240 2.121023 -0.314 -0.145 0.155 0.045
H 3.596836 1.685097 4.234611 0.009 0.038 -0.008 0.079
C 5.113571 -3.395748 0.074860 -0.033 0.085 -0.143 -0.073
H -1.871754 -3.566112 -2.782311 -0.416 -0.098 -0.363 0.094
C -0.335566 -0.690818 0.083572 0.436 0.440 0.052 -0.160
C -2.391489 0.574894 -1.309515 -0.091 0.316 -0.362 -0.156
H 2.129424 -2.592582 -2.373176 0.004 0.077 0.082 0.105
H -4.936472 -0.388822 -0.623146 -0.144 0.302 -0.460 0.138
N -2.839453 -0.638354 -0.518331 -0.093 1.028 -0.257 -0.145
H -0.211564 6.279613 -4.060282 -0.006 0.012 0.037 0.087
H 1.552003 -4.943083 -1.799713 -0.005 -0.008 -0.016 0.075
H 1.554059 3.037627 4.643307 -0.098 -0.060 -0.046 0.116
H 1.196992 6.221658 -2.986509 -0.020 -0.006 0.023 0.082
H 0.446951 -0.809651 5.013307 -0.024 0.075 -0.078 0.112
H -0.620544 2.712537 -6.021983 -0.093 0.037 0.076 0.119
H -0.423992 4.452224 -2.396563 -0.082 -0.068 -0.049 0.113
H 1.171063 1.526028 -4.774097 -0.005 -0.021 -0.038 0.073
H 2.140641 2.995234 -4.721427 0.032 0.033 -0.073 0.068
H 0.831244 -1.012752 7.447071 -0.006 -0.011 -0.017 0.080
H 2.596920 -4.867319 -3.230998 -0.010 0.017 -0.006 0.081
H 3.433416 -3.189445 1.385378 -0.100 0.068 -0.045 0.117
C 0.245059 0.611341 0.668193 -0.157 -0.601 0.158 -0.044
O -3.489149 1.142981 -1.945988 -0.465 -0.608 -0.242 -0.121
H 1.313287 5.615147 -4.635212 0.067 -0.006 0.051 0.070
H 0.735920 0.356539 1.595899 0.169 0.107 0.356 0.080
C -5.835910 -0.416736 1.914711 0.901 0.105 0.398 -0.590
H -4.814425 -2.100642 1.108081 0.259 -0.213 -0.374 0.110
```
Forces are in eV/Å.